No. 1
Below is the molecule C3H5ClFNO2, with properties calculated with ωB97M-V/def2-TZVPD.

Summary:
Total charge: 0
Energy above the lowest of the compared OMol25 structures with the same formula, charge and spin: 258.2 kJ/mol
HOMO level: -10.246 eV
Structure (SMILES): N[C@@H](C(=O)O)[C@H](F)Cl
LUMO: 0.2722 eV
HOMO-LUMO gap: 0.3865 Eh

Last column: Mulliken charge in e.
Positions of all 13 atoms, in Å:
Cl  -1.7303  -0.6840  -1.1789  -0.25
F  -1.9955  1.4702  0.4666  -0.28
O  1.2607  1.7128  -0.9444  -0.59
O  2.0805  -0.5687  -0.6243  -0.53
N  0.0628  -1.2001  0.7518  -0.78
C  -1.0453  0.8776  -0.4527  0.13
C  -0.0087  0.2004  0.4034  0.15
C  1.3321  0.5561  -0.4222  0.45
H  -0.8053  1.6276  -1.2059  0.37
H  1.5849  -1.4293  -0.1860  0.44
H  -0.0732  0.8524  1.3600  0.34
H  -0.2600  -1.2596  1.6766  0.24
H  -0.4026  -2.1553  0.3563  0.30


No. 2
Below is a structure of composition C2HIN2O2, with properties calculated with ωB97M-V/def2-TZVPD.

Summary:
Total charge: 0
Energy above the lowest of the compared OMol25 structures with the same formula, charge and spin: 362.1 kJ/mol
HOMO level: -10.946 eV
LUMO: -1.4869 eV
HOMO-LUMO gap: 0.3476 Eh

Last column: Mulliken charge in e.
Positions of all 8 atoms, in Å:
I  -2.6499  -0.1080  -0.0159  0.27
O  1.0146  1.2899  1.1924  -0.50
O  -0.9790  1.9067  1.6304  -0.49
N  -0.1926  1.2077  1.0922  0.85
N  0.3412  -2.0355  2.1213  -0.29
C  -0.5863  0.1667  0.1824  -0.46
C  -0.0067  -1.1719  1.4776  0.11
H  0.1199  0.0824  -0.5464  0.50


No. 3
Below is a structure of composition C22H48ClNO2P2Pr, with properties calculated with ωB97M-V/def2-TZVPD.

Summary:
Total charge: -1
HOMO level (spin up / spin down): -2.774 / -2.801 eV
⟨S²⟩: 2.0028
LUMO (spin up / spin down): 2.4761 / 2.4763 eV
Spin multiplicity: 3
HOMO-LUMO gap (spin up / spin down): 0.1929 / 0.1939 Eh

Last column: Mulliken charge in e.
Positions of all 77 atoms, in Å:
Pr  0.1620  -0.1582  -0.5325  -0.42
Cl  -2.0521  -1.5746  -0.6463  -0.61
P  -2.2390  -0.0896  2.8893  0.07
P  1.0376  -0.8871  -3.1176  -0.01
O  3.2170  -0.1867  1.0555  -0.64
O  0.3521  3.2699  0.2820  -0.62
N  1.6225  1.3882  0.5322  0.54
C  0.2833  -0.7886  -5.7720  -1.46
C  1.8110  1.7311  -3.5860  -1.28
C  3.6279  0.2052  -2.6625  -1.49
C  -3.0263  -1.9047  4.7644  -1.51
C  -1.2848  0.8906  4.1382  0.51
C  2.2656  -3.1837  -3.9575  -1.51
C  -1.1055  2.3386  3.6857  -1.50
C  -1.4831  -0.0030  -4.0739  -1.18
C  -2.6470  -1.8317  3.2974  0.53
C  1.6067  -2.6079  -2.6937  0.49
C  2.4562  -2.7562  -1.4030  -1.23
C  3.5576  2.2362  1.5631  -0.70
C  -3.5776  0.7171  1.9445  0.50
C  -3.1433  1.9167  1.0638  -1.10
C  -0.3228  -0.9822  -4.3871  0.61
C  2.4201  0.3164  -3.6004  0.56
C  2.8344  0.9972  1.0563  0.15
C  -1.5246  -2.8003  2.8657  -1.12
C  2.6799  3.3991  1.0964  -0.74
C  0.0691  0.1998  4.3158  -1.39
C  -4.7214  1.0004  2.9297  -1.58
C  1.4216  2.7550  0.5919  0.25
H  -3.8841  -0.0841  1.2426  0.37
H  -5.5012  1.5912  2.4358  0.48
H  3.5230  -2.8702  -1.6497  0.34
H  3.0419  -2.5024  -4.3441  0.28
H  2.5883  2.4858  -3.7975  0.46
H  1.0174  1.8602  -4.3422  0.24
H  -1.8370  0.8768  5.0926  0.57
H  4.3941  0.9451  -2.9491  0.51
H  -1.1347  1.0374  -3.9654  0.21
H  0.7048  0.2200  -5.8733  0.24
H  0.5649  0.0919  3.3320  0.09
H  -2.0623  2.0077  0.9236  0.03
H  3.3605  0.4141  -1.6092  0.21
H  -3.5229  2.8733  1.4659  0.33
H  0.3969  -1.1916  1.1823  0.02
H  -2.0067  -0.2755  -3.1414  0.20
H  -0.0104  -0.8031  4.7475  0.28
H  2.7683  0.0921  -4.6283  0.69
H  4.5741  2.2747  1.1421  0.30
H  -0.5434  -2.5033  3.2562  0.18
H  2.1417  -3.6739  -0.8765  0.33
H  0.6500  -3.1376  -2.5026  0.42
H  1.3723  1.9810  -2.5976  0.17
H  -4.3657  1.5643  3.8065  0.27
H  -0.7486  -2.0003  -4.2935  0.46
H  -1.7360  -3.8265  3.2043  0.44
H  -3.5691  1.7946  0.0566  0.32
H  1.5179  -3.3517  -4.7463  0.30
H  -1.4369  -2.8182  1.7703  0.10
H  0.7403  0.7715  4.9684  0.47
H  -0.8922  1.2982  -1.3232  -0.10
H  -3.8507  -1.2241  4.9897  0.31
H  2.7445  -4.1505  -3.7453  0.44
H  3.1644  3.9323  0.2697  0.24
H  2.4559  4.1118  1.8936  0.30
H  -2.1845  -1.6590  5.4136  0.23
H  -3.5263  -2.0813  2.6774  0.41
H  2.3739  -1.9380  -0.6633  0.25
H  -5.1836  0.0641  3.2813  0.32
H  -2.0547  2.8675  3.5405  0.29
H  3.6320  2.1938  2.6659  0.29
H  1.0700  -1.5238  -5.9711  0.30
H  -0.5445  2.3878  2.7319  0.14
H  -3.3685  -2.9145  5.0124  0.47
H  -0.4847  -0.9101  -6.5501  0.45
H  -0.5342  2.9175  4.4236  0.51
H  -2.2179  -0.0363  -4.8976  0.45
H  4.1066  -0.7861  -2.6983  0.26


Calculated max |F|, 5.435; 7.001; 4.239 eV Å⁻¹ (same order as the records).